(1)
Below is a molecular structure, C32H26N4O3P2SSbSe6Sn, with properties calculated with the ωB97M-V functional and the def2-TZVPD basis.

Each line ends with the Löwdin charge.
Element x y z (Å)
Sb -2.29 -7.67 0.27  0.284
Sn -2.29 -2.57 -0.94  0.755
Se -3.04 -5.25 -1.37  -0.121
Se -2.13 0.46 -1.35  0.317
Se 5.29 -2.29 -0.69  0.275
Se -1.23 -5.67 1.69  -0.053
Se -3.08 -4.52 0.86  -0.149
Se -0.49 -8.67 -0.85  -0.209
S -7.19 -1.35 4.56  0.391
P 3.83 -0.79 -0.82  0.486
P -0.11 0.67 -0.69  0.630
O -6.06 -1.27 5.47  -0.372
O -7.85 -0.08 4.32  -0.363
O -8.09 -2.46 4.80  -0.370
N 2.04 -2.71 -0.39  -0.008
N -4.95 -1.96 -0.99  -0.022
N 0.01 -2.00 -0.48  -0.251
N 0.78 -3.07 -0.32  -0.042
C -7.17 -2.40 1.99  -0.047
C 0.23 2.37 -2.87  -0.101
C 4.68 2.35 2.43  -0.079
C 3.48 1.66 2.44  -0.068
C -0.60 2.01 3.68  -0.072
C -5.49 -1.87 0.34  -0.362
C 2.12 -1.37 -0.59  -0.411
C -4.76 -1.19 1.31  -0.080
C -5.24 -1.09 2.61  -0.045
C 0.81 3.43 -3.54  -0.068
C 3.36 -0.43 -4.82  -0.075
C -0.74 0.68 3.31  -0.055
C 4.12 0.51 0.41  -0.359
C -6.69 -2.49 0.68  -0.040
C -0.54 0.30 1.99  -0.094
C 0.79 -0.89 -0.64  -0.410
C -0.19 1.26 1.03  -0.367
C 3.25 -0.82 -3.49  -0.089
C 5.62 2.11 1.43  -0.075
C 4.74 1.42 -4.17  -0.084
C -0.26 2.96 2.73  -0.075
C -0.06 2.59 1.40  -0.079
C 1.87 2.59 -1.12  -0.098
C 5.35 1.18 0.44  -0.110
C 4.62 1.05 -2.83  -0.091
C 0.75 1.95 -1.65  -0.335
C 3.20 0.74 1.43  -0.101
C -6.46 -1.69 2.95  -0.251
C 4.11 0.68 -5.16  -0.088
C 1.91 4.09 -2.99  -0.075
C 2.43 3.67 -1.79  -0.073
C 3.87 -0.07 -2.49  -0.356
H -0.64 1.87 -3.28  0.057
H 3.29 4.18 -1.36  0.111
H 2.69 -1.71 -3.22  0.109
H -4.70 -0.56 3.38  0.114
H 0.40 3.75 -4.49  0.106
H 0.16 3.35 0.66  0.104
H -0.66 -0.74 1.70  0.100
H 6.57 2.62 1.44  0.104
H 2.30 2.26 -0.18  0.084
H 2.76 1.82 3.23  0.104
H -1.02 -0.07 4.04  0.115
H -8.09 -2.88 2.28  0.113
H 4.20 0.98 -6.20  0.101
H 2.34 4.94 -3.51  0.105
H -7.24 -3.04 -0.07  0.107
H 6.10 0.93 -0.30  0.096
H -0.76 2.31 4.70  0.108
H -4.89 -1.04 -1.40  0.060
H -5.57 -2.50 -1.59  0.084
H 5.33 2.29 -4.43  0.103
H 2.27 0.19 1.46  0.088
H 2.87 -1.02 -5.59  0.104
H -3.83 -0.71 1.04  0.058
H -0.16 4.01 3.01  0.107
H 4.90 3.07 3.21  0.103
H 5.10 1.64 -2.07  0.087

Summary:
Energy above the lowest of the compared OMol25 structures with the same formula, charge and spin in kcal per mole: 45.11
HOMO in Eh: -0.207
Multiplicity: 1
Kohn-Sham gap in eV: 6.15
Net charge: -1
E_tot in eV: -479572.9878

=====

(2)
Below is a molecular structure, C32H27BCl3N7O3SSr, with properties calculated with the ωB97M-V functional and the def2-TZVPD basis.

Each line ends with the Löwdin charge.
Element x y z (Å)
Sr 0.16 -0.41 0.11  1.544
Cl 6.56 -1.11 6.05  0.727
Cl 3.14 -3.46 7.28  0.697
Cl 5.40 -5.45 3.12  0.683
S 3.91 -1.61 9.47  0.999
O 0.98 -1.85 -1.80  -0.120
O -0.52 -0.30 -2.36  -0.103
O 2.47 0.21 5.23  -0.100
N 0.09 -2.11 2.09  -0.058
N 3.83 0.91 2.77  -0.056
N 2.36 0.65 -2.62  0.176
N 2.37 0.56 1.16  -0.040
N -0.46 -1.58 3.20  -0.090
N -2.25 -0.02 1.00  -0.077
N -2.33 -0.07 2.35  -0.106
C 1.65 -0.19 -3.33  -0.193
C 4.14 2.24 -2.47  -0.020
C -3.61 -0.12 2.74  -0.089
C 4.53 0.40 1.70  -0.048
C 5.82 -3.19 4.54  -0.134
C 4.25 -1.34 4.60  -0.200
C 3.76 -3.30 3.28  -0.077
C 5.16 2.93 -3.06  -0.078
C 1.83 -0.68 6.15  -0.140
C 4.96 -3.87 3.69  -0.658
C 0.35 -3.39 2.37  -0.174
C 2.86 0.24 -5.33  -0.003
C -4.41 -0.11 1.62  -0.067
C 3.36 1.33 -3.23  -0.210
C 1.86 -0.43 -4.70  0.011
C 2.76 0.35 8.33  -0.136
C 0.59 -0.87 -2.49  -0.741
C 2.54 -0.77 7.47  -0.325
C 5.46 2.75 -4.43  -0.085
C 3.47 0.04 9.44  -0.402
C 3.66 1.15 -4.60  -0.157
C -0.02 -3.69 3.68  -0.062
C 3.42 -2.05 3.74  -0.016
C 4.33 1.13 4.12  -0.045
C 5.45 -1.93 4.98  -0.586
C 3.87 0.05 5.09  -0.305
C 4.72 1.88 -5.18  -0.038
C -3.51 -0.05 0.56  -0.155
C 3.13 -1.89 7.98  -0.964
C -0.54 -2.51 4.16  -0.102
C 3.62 0.20 0.71  -0.136
C 2.54 0.98 2.39  -0.167
B -1.03 -0.13 3.19  -0.458
H 5.75 3.62 -2.47  0.102
H 5.60 0.23 1.75  0.125
H 3.11 -3.84 2.62  0.097
H -0.22 0.59 2.63  0.039
H 4.94 1.74 -6.23  0.112
H 6.75 -3.64 4.85  0.107
H 3.77 0.69 10.25  0.068
H 6.27 3.31 -4.88  0.101
H 2.38 1.34 8.12  0.122
H 0.83 -0.28 6.27  0.136
H 0.78 -4.02 1.61  0.110
H -1.25 0.22 4.32  0.078
H 3.89 2.36 -1.43  0.103
H -3.86 -0.16 3.79  0.120
H 0.07 -4.63 4.19  0.094
H 2.48 -1.61 3.43  0.114
H 4.37 0.24 6.04  0.113
H 3.98 2.10 4.48  0.142
H 3.78 -0.17 -0.29  0.099
H 5.42 1.14 4.08  0.133
H -0.97 -2.27 5.12  0.122
H 1.76 1.32 3.06  0.121
H 1.75 -1.68 5.71  0.088
H 3.06 0.08 -6.39  0.118
H 1.23 -1.14 -5.22  0.120
H -5.49 -0.13 1.58  0.089
H -3.70 -0.02 -0.50  0.108

Summary:
Energy above the lowest of the compared OMol25 structures with the same formula, charge and spin in kcal per mole: 6.53
HOMO in Eh: -0.322
Multiplicity: 1
Kohn-Sham gap in eV: 9.10
E_tot in eV: -100115.7957

=====

(3)
Below is a molecular structure, C32H27BF6FeO2S, with properties calculated with the ωB97M-V functional and the def2-TZVPD basis.

Each line ends with the Mulliken spin population.
Element x y z (Å)
Fe 2.59 -0.99 0.81  0.407
S -2.48 1.61 -1.27  0.082
F 1.18 4.81 -2.23  -0.001
F 3.09 4.37 -3.25  0.000
F 4.28 -0.37 -4.07  0.001
F 2.64 -0.92 -5.41  -0.002
F 2.89 4.01 -1.08  -0.002
F 2.84 -1.92 -3.44  -0.001
O -3.51 -2.05 2.71  -0.007
O -3.65 0.30 2.71  0.027
C -1.02 1.23 4.36  0.404
C 4.16 -0.30 -0.19  0.027
C 4.57 -0.89 1.06  -0.045
C 2.96 -0.71 -4.10  -0.002
C -1.92 -0.78 -2.15  0.480
C -1.21 0.34 -1.60  0.620
C -3.64 0.81 -2.28  0.476
C -3.23 -0.49 -2.61  -0.022
C 1.31 -1.83 1.94  0.122
C 0.46 2.16 -2.08  0.142
C 0.02 0.83 -2.25  -0.249
C 2.99 0.80 1.50  0.024
C 2.13 -2.84 1.30  0.012
C -4.19 -1.70 1.52  0.036
C 2.06 0.33 -3.47  -0.051
C -1.43 -1.35 3.45  0.003
C -1.15 0.18 5.30  -0.191
C 2.22 3.92 -2.28  -0.002
C -1.06 -1.11 4.86  0.361
C 2.00 -2.67 -0.13  0.010
C 0.76 -0.01 -3.12  0.179
C -0.75 -0.58 1.07  0.059
C 3.84 -0.21 2.11  -0.009
C 2.52 1.63 -3.30  0.139
C -4.77 1.53 -2.90  -0.006
C -1.07 -0.27 2.46  0.653
C 1.12 -1.59 -0.38  0.028
C -0.82 1.00 3.00  -0.147
C -4.34 -0.18 1.50  0.019
C 0.50 -1.16 0.87  -0.347
C 3.20 0.75 0.08  -0.026
C 1.73 2.52 -2.57  -0.001
B -2.97 -0.84 3.11  0.164
H 2.67 -3.65 1.78  0.004
H -5.28 0.83 -3.59  0.001
H 2.44 -3.28 -0.90  0.007
H -1.32 -2.38 3.09  -0.004
H 5.38 -1.59 1.20  -0.001
H 4.59 -0.50 -1.16  -0.002
H -1.16 0.40 6.37  0.008
H -3.58 -2.02 0.67  -0.002
H -5.16 -2.20 1.56  0.000
H 0.37 -0.99 -3.39  -0.016
H -1.41 -1.73 -2.30  0.020
H 2.77 1.42 -0.64  -0.012
H -0.12 2.85 -1.47  0.021
H -3.86 0.25 0.60  -0.005
H -3.85 -1.13 -3.24  0.000
H 0.69 -1.29 -1.31  -0.005
H 1.14 -1.71 3.01  0.004
H -1.02 2.26 4.71  0.021
H -4.40 2.42 -3.46  0.029
H -5.49 1.89 -2.15  0.028
H 2.35 1.51 2.02  0.004
H -1.43 -0.25 0.27  0.535
H -5.41 0.08 1.51  -0.005
H -0.76 -1.93 5.53  0.010
H 3.48 1.93 -3.71  -0.002
H 4.00 -0.33 3.17  -0.001
H -0.47 1.78 2.31  -0.003

Summary:
HOMO (spin up / spin down) in Eh: -0.217 / -0.306
Multiplicity: 5
Kohn-Sham gap (spin up / spin down) in eV: 5.83 / 5.91
E_tot in eV: -99914.8221

=====

(4)
Below is a molecular structure, C32H27Br6F5, with properties calculated with the ωB97M-V functional and the def2-TZVPD basis.

Each line ends with the Löwdin charge.
Element x y z (Å)
Br 2.42 2.45 -2.45  0.630
Br -0.77 1.20 -0.59  0.684
Br 4.42 0.02 -2.76  0.660
Br 5.17 2.52 -0.89  0.600
Br 1.58 -0.83 0.08  0.732
Br -1.34 -1.88 -0.47  0.669
F -0.50 -4.57 -4.49  0.051
F -3.24 0.22 1.77  0.036
F -0.45 -1.59 3.33  0.037
F -0.91 3.17 -2.89  -0.033
F 3.89 -6.77 2.84  0.061
C -2.37 6.36 -2.09  -0.075
C 0.68 -0.78 -3.47  -0.133
C 1.62 -1.80 -3.52  -0.124
C -0.65 -1.06 -3.71  -0.127
C 3.15 -5.96 2.06  -0.298
C 3.78 1.41 -1.59  -1.646
C 0.08 -1.41 5.59  -0.014
C -3.79 2.52 1.72  -0.011
C -4.37 3.60 1.03  -0.080
C 1.79 -1.23 3.94  -0.011
C -4.99 3.40 -0.18  -0.122
C -1.05 4.52 -2.75  -0.278
C 1.35 -4.44 1.80  -0.072
C -0.11 -3.34 -4.08  -0.292
C 2.71 -5.04 -0.09  -0.088
C 0.48 -1.41 4.30  -0.300
C -0.01 5.34 -3.14  -0.021
C -5.00 2.13 -0.75  -0.074
C -0.18 6.72 -3.02  -0.082
C 1.62 -4.37 0.42  -0.124
C 2.14 -5.24 2.64  -0.012
C -2.23 4.99 -2.22  -0.013
C 3.47 -5.86 0.72  -0.017
C 2.75 -1.13 4.96  -0.075
C -4.43 1.06 -0.07  -0.036
C -1.06 -2.35 -4.01  -0.049
C 1.22 -3.11 -3.80  -0.011
C -3.81 1.28 1.14  -0.336
C -1.35 7.22 -2.48  -0.094
C 1.05 -1.23 6.59  -0.075
C -0.28 -0.44 0.27  -1.537
C 2.37 -1.14 6.26  -0.117
H -0.94 -1.65 5.84  0.123
H 0.99 -3.74 -0.19  0.033
H -5.42 4.25 -0.71  0.103
H -2.08 -2.65 -4.17  0.121
H 0.46 -3.95 2.19  0.098
H 3.32 0.91 -0.76  -0.130
H 1.95 -3.91 -3.81  0.114
H 0.70 -1.13 7.61  0.107
H 1.03 0.21 -3.18  0.024
H -3.26 6.78 -1.63  0.105
H 3.79 -1.00 4.68  0.109
H -1.46 8.29 -2.32  0.102
H -2.95 4.26 -1.89  0.101
H 2.64 -1.64 -3.19  -0.006
H -3.36 2.65 2.71  0.119
H 1.91 -5.29 3.69  0.118
H 3.13 -1.15 7.04  0.110
H 2.97 -4.93 -1.14  0.102
H 2.04 -1.38 2.89  0.067
H -1.40 -0.29 -3.55  0.101
H 4.33 -6.38 0.32  0.117
H -4.50 0.05 -0.47  0.117
H 0.89 4.90 -3.56  0.090
H -0.53 -0.36 1.31  -0.050
H -5.45 1.99 -1.73  0.107
H 0.61 7.39 -3.33  0.108
H -4.27 4.61 1.41  0.106

Summary:
HOMO in Eh: -0.334
Multiplicity: 1
Kohn-Sham gap in eV: 9.14
E_tot in eV: -467463.3056